# 1
DFT (ωB97M-V/def2-TZVPD) results for one molecule with the formula C4H7N3.

Results
net charge	0
spin multiplicity	1
Kohn-Sham gap (alpha / beta)	9.768 / 5.834	eV

Each line ends with the Mulliken charge.
Atoms and positions in Å:
C: 1.0901 0.4458 -1.1161  -0.968
C: -0.3501 1.2333 1.1715  -0.804
N: -0.2437 -0.0411 1.3856  -0.120
C: -0.5809 -0.9957 0.3550  0.361
N: -1.2223 -2.0327 0.6779  -0.649
C: -0.2119 -0.4108 -1.0676  0.458
N: -0.9829 -0.6748 -1.9841  -0.564
H: 0.9062 1.5054 -1.3385  0.306
H: 1.6524 0.0436 -1.9587  0.369
H: 1.7273 0.3743 -0.2216  0.286
H: -1.0151 1.5653 0.3836  0.453
H: 0.2133 1.9375 1.7686  0.332
H: 0.3696 -0.3723 2.1243  0.256
H: -1.3518 -2.5777 -0.1801  0.286

Atoms 1-3, force components in eV/Å:
-0.041 -0.330 -0.739
-0.439 3.284 -0.368
0.494 -3.760 -0.207


# 2
DFT (ωB97M-V/def2-TZVPD) results for C25H42BCsF2N2O8P2 as an isolated structure.

Results
net charge	-2
spin multiplicity	1
Kohn-Sham gap	4.053	eV

Each line ends with the Mulliken charge.
Atoms and positions in Å:
Cs: 0.3152 -0.8325 0.1843  1.156
C: -1.8996 3.9980 -0.5011  -1.329
C: -0.6320 3.2420 -0.0574  0.891
O: -0.6674 1.9864 -0.1998  -0.622
C: 0.3885 4.0218 0.4866  -0.883
C: 1.5621 3.5542 1.2052  0.761
C: 2.4592 4.5981 1.8346  -1.258
N: 1.8263 2.3035 1.3320  0.122
N: 2.9463 2.0262 2.1172  -0.638
C: 3.2276 0.7381 2.0533  0.005
O: 2.6776 -0.1261 1.3215  -0.813
C: 4.3325 0.2790 2.9723  0.256
C: 4.6992 -1.0634 2.9550  -0.468
C: 5.7010 -1.5404 3.7896  -0.571
C: 6.3570 -0.6768 4.6572  -0.299
C: 5.9959 0.6677 4.6798  -0.529
C: 4.9942 1.1393 3.8477  -0.271
H: -2.5052 3.3479 -1.1342  0.074
H: -2.4935 4.2580 0.3802  0.447
H: -1.6694 4.9255 -1.0334  0.289
H: 0.2233 5.0962 0.4843  0.031
H: 2.1120 5.6084 1.6060  0.357
H: 2.4891 4.4593 2.9172  0.245
H: 3.4855 4.4730 1.4821  0.273
H: 4.1692 -1.7134 2.2707  0.500
H: 5.9701 -2.5908 3.7644  0.358
H: 7.1400 -1.0451 5.3116  0.342
H: 6.5007 1.3494 5.3573  0.340
H: 4.6932 2.1787 3.8511  0.407
C: -0.5394 -4.4910 -4.5176  -1.215
C: -1.8756 -4.4999 -3.7942  1.256
C: -2.2907 -5.9004 -3.3860  -1.455
O: -1.7644 -3.7378 -2.5776  -0.004
P: -2.3303 -2.2840 -2.3410  0.209
O: -2.1960 -1.8630 -0.9496  -0.883
C: -1.4635 -1.2340 -3.5272  -0.210
P: -2.1932 0.4144 -3.6959  1.180
O: -2.9325 0.8627 -2.5223  -0.797
O: -3.1890 0.3125 -4.9564  -0.341
C: -2.6997 0.0130 -6.2710  0.849
C: -2.8080 1.2641 -7.1227  -1.581
C: -3.5205 -1.1516 -6.7967  -1.231
O: -1.0084 1.3269 -4.2072  -0.523
C: -0.2901 2.1508 -3.2072  1.657
C: 1.1204 1.6340 -3.0546  -1.340
C: -0.3626 3.5893 -3.6609  -1.678
O: -3.8023 -2.3317 -2.9560  -0.045
C: -4.9489 -2.4556 -2.0727  0.583
C: -5.9283 -3.3783 -2.7714  -1.402
C: -5.5122 -1.0784 -1.7916  -1.266
H: -0.5946 -5.1226 -5.4075  0.373
H: 0.2280 -4.8728 -3.8482  0.217
H: -0.2594 -3.4842 -4.8279  0.279
H: -2.6572 -4.0480 -4.4195  -0.177
H: -1.5359 -6.3106 -2.7152  0.242
H: -2.3779 -6.5392 -4.2673  0.384
H: -3.2496 -5.8802 -2.8672  0.318
H: -1.4329 -1.7480 -4.4917  -0.142
H: -0.4262 -1.1675 -3.1874  0.537
H: -1.6455 -0.2828 -6.2132  0.269
H: -3.8463 1.5962 -7.1628  0.334
H: -2.4594 1.0639 -8.1377  0.380
H: -2.2021 2.0571 -6.6868  0.330
H: -4.5707 -0.8625 -6.8577  0.306
H: -3.4383 -1.9970 -6.1137  0.109
H: -3.1783 -1.4584 -7.7865  0.402
H: -0.8104 2.0157 -2.2637  -0.519
H: 1.6980 1.7045 -3.9798  0.344
H: 1.1300 0.5947 -2.7312  0.169
H: 1.5978 2.2048 -2.2552  0.308
H: 0.1335 3.7067 -4.6274  0.377
H: 0.1379 4.2166 -2.9209  0.433
H: -1.4000 3.9166 -3.7433  0.346
H: -4.6094 -2.9083 -1.1365  0.394
H: -6.2264 -2.9388 -3.7254  0.269
H: -6.8184 -3.5203 -2.1571  0.412
H: -5.4747 -4.3507 -2.9619  0.253
H: -5.8374 -0.6101 -2.7229  0.226
H: -4.7540 -0.4401 -1.3450  0.217
H: -6.3673 -1.1652 -1.1166  0.491
F: 0.8882 -5.8387 -1.7946  -0.257
B: 0.6922 -5.0773 -0.6270  -0.264
F: -0.0322 -5.9136 0.2008  -0.296

Atoms 1-3, force components in eV/Å:
0.120 0.326 0.155
0.040 0.001 -0.033
0.089 0.094 0.117


# 3
DFT (ωB97M-V/def2-TZVPD) results for one molecule with the formula C8H11NO2S.

Results
net charge	0
spin multiplicity	3
Kohn-Sham gap (alpha / beta)	6.608 / 7.027	eV

Each line ends with the Löwdin spin population.
Atoms and positions in Å:
C: -0.9323 0.1100 -2.4779  0.198
C: -0.5457 1.3222 -2.0240  0.319
C: -1.0011 -0.9188 -1.5119  0.286
C: 0.0483 1.7896 -0.7712  0.131
C: -1.1738 -3.1659 0.4407  0.264
C: -1.5008 -1.9045 0.7059  0.044
C: -1.5713 -0.8750 -0.2908  0.377
C: 2.7174 0.8023 1.5782  0.008
N: 0.2656 1.0172 0.2190  0.260
O: 0.2297 0.8860 2.6636  0.007
O: 1.1643 2.9814 1.6580  0.005
S: 1.0353 1.5642 1.6775  0.018
H: -1.1010 -0.1300 -3.6104  0.014
H: -0.4666 2.2489 -2.7126  0.012
H: -0.7231 -1.9427 -1.9635  0.013
H: 0.2948 2.8577 -0.7422  0.006
H: -0.9867 -3.8126 1.2681  0.017
H: -1.1622 -3.4905 -0.6770  0.008
H: -1.5771 -1.4238 1.7359  0.001
H: -1.9710 0.0477 0.0621  0.011
H: 3.4635 1.4816 1.9454  0.001
H: 2.6996 -0.0164 2.3590  0.001
H: 2.7942 0.5712 0.4680  0.001

Atoms 1-3, force components in eV/Å:
-0.513 -3.136 -0.588
1.432 6.059 -0.037
0.872 -2.054 -5.972


# 4
DFT (ωB97M-V/def2-TZVPD) results for an isolated ion of composition C5H10NO2 and charge +1.

Results
net charge	+1
spin multiplicity	3
Kohn-Sham gap (alpha / beta)	7.449 / 6.778	eV

Each line ends with the Löwdin spin population.
Atoms and positions in Å:
C: -2.1438 -2.0392 0.8696  0.612
C: 0.3840 2.1548 -1.6319  0.013
C: 0.0058 -0.9944 1.6619  0.221
C: 0.2830 1.3968 -0.3319  0.024
C: 0.7191 -0.9477 0.1560  0.184
N: -1.3083 -1.5049 1.5270  0.336
O: 0.6934 -2.1626 -0.3382  0.141
O: 0.1533 -0.0125 -0.6699  0.279
H: -3.1040 -2.0139 0.4588  0.069
H: 1.3232 1.8541 -2.0982  0.000
H: -0.3830 2.1561 -2.3008  0.000
H: 0.3449 3.2067 -1.4486  0.000
H: -0.0825 0.0712 2.0708  0.018
H: 0.6891 -1.5369 2.3505  0.006
H: -0.6641 1.7847 -0.0140  0.012
H: 1.0396 1.4371 0.4678  0.002
H: 1.7414 -0.6313 0.5103  0.074
H: 0.3090 -2.2181 -1.2394  0.008

Atoms 1-3, force components in eV/Å:
1.200 -1.748 -3.052
3.812 0.100 1.294
-1.694 0.268 1.300


# 5
DFT (ωB97M-V/def2-TZVPD) results for C26H42Cl3EuN4O4Si as an isolated structure.

Results
net charge	0
spin multiplicity	7
Kohn-Sham gap (alpha / beta)	7.524 / 8.259	eV

Each line ends with the Löwdin spin population.
Atoms and positions in Å:
C: 3.5899 1.7733 1.9687  0.000
C: 2.4337 2.6486 2.3611  0.000
H: 4.5080 2.3409 1.7731  0.000
H: 3.3205 1.2196 1.0509  0.000
H: 3.7872 1.0146 2.7502  0.000
C: 2.4778 3.9587 2.6194  0.000
C: 3.6999 4.8177 2.5405  0.000
H: 1.5576 4.4912 2.8835  0.000
H: 4.5660 4.2653 2.1640  0.000
H: 3.9691 5.2521 3.5118  0.000
H: 3.5381 5.6692 1.8675  0.000
Eu: 0.4387 -0.2486 -0.2209  6.053
Cl: 0.5394 -1.6240 2.0250  -0.015
Cl: 2.7915 -0.6184 -1.4011  -0.012
H: -2.9075 -4.3797 -2.8010  0.000
H: -1.0728 -5.9862 -1.8084  0.000
C: -2.0948 -3.6852 -3.0344  0.000
C: -0.3609 -5.2009 -2.0840  0.000
N: -0.9975 -3.8905 -2.0987  0.000
H: -2.4268 -2.6511 -2.9358  0.000
C: -0.5692 -2.8841 -1.3572  0.000
O: -1.0242 -1.7097 -1.4284  -0.007
H: 0.4622 -5.1951 -1.3643  0.000
H: 0.2407 -3.1130 -0.6401  0.000
H: -1.7530 -3.8909 -4.0539  0.000
H: 0.0286 -5.4656 -3.0737  0.000
H: 2.6143 2.8556 -0.7820  0.000
H: 1.0122 4.8623 -0.0685  0.000
C: 2.0521 2.8204 -1.7257  0.000
C: 0.6360 4.7389 -1.0943  0.000
N: 0.7130 3.3550 -1.5248  -0.001
H: 2.0198 1.7832 -2.0702  0.000
C: -0.4056 2.6250 -1.6528  0.000
O: -0.4376 1.4006 -1.9026  -0.004
H: -0.4140 5.0429 -1.1242  0.000
H: -1.3360 3.2106 -1.5094  0.000
H: 2.5833 3.4469 -2.4549  0.000
H: 1.2304 5.3742 -1.7611  0.000
O: 0.8407 1.6846 0.9633  -0.013
C: 1.1057 1.8900 2.2846  0.000
C: -0.9583 3.3926 2.4064  0.000
C: -0.0674 2.5361 3.0471  0.000
H: -0.8238 3.5900 1.3414  0.000
C: -2.0113 3.9648 3.1244  0.000
H: 1.2822 0.8871 2.7134  0.000
C: -0.2269 2.2647 4.4073  0.000
H: -2.7031 4.6231 2.6102  0.000
C: -2.1737 3.6973 4.4825  0.000
C: -1.2702 2.8504 5.1207  0.000
H: 0.4836 1.5929 4.8889  0.000
H: -3.0034 4.1346 5.0392  0.000
H: -1.3779 2.6361 6.1783  0.000
Si: 5.8410 -2.7895 -3.1986  0.000
Cl: 6.7918 -1.2330 -2.1784  0.000
C: 5.0324 -1.9747 -4.6757  0.000
C: 4.7436 -3.4636 -1.8494  0.000
C: 6.9708 -4.1887 -3.8481  0.000
H: 4.4657 -1.0981 -4.3356  0.000
H: 4.3467 -2.6648 -5.1849  0.000
H: 5.7972 -1.6476 -5.3948  0.000
H: 7.6653 -3.8161 -4.6177  0.000
H: 6.3580 -4.9866 -4.3055  0.000
H: 7.5537 -4.6402 -3.0303  0.000
H: 4.1323 -2.6730 -1.3818  0.000
H: 5.3840 -3.9046 -1.0716  0.000
H: 4.0674 -4.2318 -2.2451  0.000
N: -6.9264 0.3189 -0.6798  0.000
C: -5.6051 0.3011 -1.0270  0.000
O: -5.2473 0.1871 -2.1975  0.000
C: -4.6286 0.4550 0.0995  0.000
C: -4.9599 0.6489 1.4545  0.000
C: -3.9352 0.6302 2.4055  0.000
C: -2.6174 0.3953 1.9656  0.000
N: -2.2858 0.3224 0.6750  -0.002
C: -3.2617 0.3555 -0.2348  0.000
H: -7.5805 0.1108 -1.4139  0.000
H: -7.2325 0.2240 0.2731  0.000
H: -5.9939 0.8135 1.7593  0.000
H: -4.1101 0.7766 3.4713  0.000
H: -1.7954 0.2515 2.6723  0.000
H: -2.9426 0.2651 -1.2724  0.000

Atoms 1-3, force components in eV/Å:
0.122 -0.129 -0.164
-0.494 0.296 0.211
-0.196 -0.287 0.096


# 6
DFT (ωB97M-V/def2-TZVPD) results for one molecule with the formula C6H7N.

Results
SMILES string	C[C@@]12[C@@H]3[C@H]4[C@@H]3N1[C@H]42
net charge	0
spin multiplicity	1
Kohn-Sham gap	9.396	eV

Each line ends with the Mulliken charge.
Atoms and positions in Å:
C: 1.9229 0.2091 -0.1253  -1.290
C: 0.5234 -0.2705 0.0953  0.741
C: -0.5837 -0.3689 -0.9629  -0.463
C: -1.4467 0.5255 -0.0852  -0.527
C: -1.4532 -0.9673 0.0894  -0.245
N: -0.3534 -0.9564 1.1459  -0.718
C: -0.3411 0.5185 0.9698  -0.281
H: 1.7887 1.2734 -0.3835  0.315
H: 2.4438 -0.2590 -0.9613  0.313
H: 2.5486 0.1822 0.7675  0.357
H: -0.5732 -0.5587 -2.0304  0.438
H: -2.1896 1.2538 -0.3747  0.434
H: -2.2771 -1.6695 0.0434  0.401
H: -0.0153 1.1694 1.7697  0.523

Atoms 1-3, force components in eV/Å:
0.261 -0.118 -0.007
0.266 0.552 -0.251
0.025 0.009 -0.349


What did we get for energy above the lowest of the compared OMol25 structures with the same formula, charge and spin? Answer: 384.4, 0.0, 286.1, 237.5, 0.0, 524.2 kJ/mol, in the order shown.